{
  "formula": "C22H25N3O5S",
  "method": "the ωB97M-V functional and the def2-TZVPD basis",
  "elements": ["C", "C", "C", "C", "C", "O", "C", "C", "C", "C", "C", "O", "N", "C", "C", "C", "C", "S", "O", "O", "N", "C", "C", "C", "C", "O", "N", "C", "C", "C", "C", "H", "H", "H", "H", "H", "H", "H", "H", "H", "H", "H", "H", "H", "H", "H", "H", "H", "H", "H", "H", "H", "H", "H", "H", "H"],
  "coordinates": [[4.742, 2.191, 6.039], [4.048, 2.380, 4.696], [2.830, 1.470, 4.556], [2.130, 1.662, 3.213], [0.914, 0.753, 3.077], [0.305, 1.031, 1.830], [-0.831, 0.377, 1.483], [-1.409, 0.766, 0.269], [-2.540, 0.140, -0.199], [-3.129, -0.891, 0.536], [-4.371, -1.563, 0.084], [-5.300, -1.812, 0.821], [-4.471, -1.851, -1.260], [-3.480, -1.898, -2.231], [-2.167, -2.265, -1.921], [-1.198, -2.261, -2.905], [-1.540, -1.916, -4.198], [-0.260, -1.721, -5.423], [-0.793, -1.885, -6.738], [0.906, -2.447, -5.035], [0.074, -0.068, -5.277], [0.459, 0.419, -4.052], [1.440, -0.143, -3.191], [1.473, 0.721, -2.136], [2.288, 0.755, -0.899], [0.586, 1.709, -2.344], [-0.048, 1.513, -3.532], [-2.843, -1.604, -4.536], [-3.816, -1.606, -3.556], [-2.582, -1.241, 1.764], [-1.436, -0.626, 2.235], [4.061, 2.420, 6.856], [5.605, 2.847, 6.119], [5.080, 1.164, 6.153], [4.753, 2.166, 3.890], [3.734, 3.421, 4.593], [3.144, 0.429, 4.656], [2.127, 1.683, 5.365], [2.824, 1.448, 2.399], [1.802, 2.698, 3.108], [1.222, -0.301, 3.122], [0.205, 0.946, 3.893], [-0.951, 1.567, -0.289], [-2.978, 0.466, -1.130], [-5.411, -2.078, -1.562], [-1.913, -2.550, -0.913], [-0.180, -2.539, -2.690], [-0.593, 0.516, -5.760], [2.008, -1.028, -3.371], [2.816, -0.186, -0.782], [1.651, 0.937, -0.035], [3.014, 1.566, -0.957], [-3.075, -1.368, -5.562], [-4.838, -1.362, -3.804], [-3.060, -2.014, 2.347], [-1.028, -0.933, 3.185]],
  "forces_ev_per_angstrom": [[-0.02, 0.11, -0.23], [-0.11, -0.23, 0.25], [0.08, 0.24, -0.34], [-0.32, -0.30, 0.13], [0.30, 0.07, 0.26], [-0.17, 0.09, -0.17], [-0.20, -0.08, -0.18], [0.17, 0.07, 0.14], [-0.04, -0.05, 0.22], [0.12, 0.20, 0.39], [-0.09, 0.01, -0.03], [-0.01, -0.05, 0.15], [-0.59, -0.07, -0.14], [0.50, -0.11, -0.39], [-0.11, -0.08, -0.14], [0.04, -0.07, 0.08], [0.51, -0.07, -0.48], [-0.34, 0.39, 0.05], [-0.23, 0.23, 0.09], [-0.04, 0.16, 0.34], [-0.11, -0.67, -0.71], [0.55, 0.48, 1.41], [-0.06, 0.50, 0.40], [0.01, -0.58, -0.57], [-0.17, 0.23, -0.08], [0.55, -0.04, 0.53], [-0.67, -0.24, -1.14], [-0.09, -0.06, -0.07], [0.10, -0.01, 0.15], [-0.22, -0.02, -0.34], [0.32, 0.12, 0.16], [-0.04, 0.01, 0.13], [0.10, 0.03, 0.10], [0.06, -0.10, 0.07], [0.00, 0.06, -0.08], [0.01, 0.04, -0.09], [0.00, -0.07, 0.08], [-0.03, -0.05, 0.09], [0.03, 0.03, -0.06], [0.01, 0.05, -0.05], [-0.08, 0.07, 0.01], [0.03, -0.06, -0.07], [0.05, 0.10, -0.07], [0.00, 0.02, -0.11], [0.13, 0.02, 0.16], [0.05, -0.04, 0.04], [0.10, -0.05, 0.12], [-0.18, -0.02, -0.16], [0.22, -0.18, 0.06], [0.03, -0.05, 0.03], [0.03, -0.05, 0.07], [0.08, 0.02, 0.02], [-0.14, 0.05, -0.11], [-0.10, 0.06, -0.03], [-0.06, -0.06, 0.07], [0.06, -0.01, 0.08]],
  "smiles": "CCCCCOc1ccc(C(=O)Nc2ccc(S(=O)(=O)Nc3cc(C)on3)cc2)cc1",
  "energy_ev": -48761.9557,
  "e_homo_ha": -0.326,
  "orbital_gap_ev": 9.16
}

{
  "formula": "C22H25N3O7S",
  "method": "the ωB97M-V functional and the def2-TZVPD basis",
  "elements": ["C", "O", "C", "C", "C", "C", "C", "C", "N", "C", "O", "C", "N", "C", "O", "C", "O", "C", "C", "C", "C", "S", "O", "O", "N", "C", "C", "O", "C", "C", "C", "C", "C", "H", "H", "H", "H", "H", "H", "H", "H", "H", "H", "H", "H", "H", "H", "H", "H", "H", "H", "H", "H", "H", "H", "H", "H", "H"],
  "coordinates": [[-0.078, 2.855, -3.989], [-0.603, 1.546, -4.073], [0.074, 0.530, -3.485], [-0.482, -0.742, -3.639], [0.142, -1.842, -3.093], [1.326, -1.702, -2.387], [1.881, -0.440, -2.217], [3.156, -0.278, -1.421], [3.080, -0.982, -0.156], [2.490, -0.432, 0.915], [2.151, 0.731, 0.997], [2.250, -1.444, 2.045], [1.116, -2.290, 1.707], [1.338, -3.421, 0.996], [2.443, -3.732, 0.588], [0.105, -4.252, 0.694], [-0.936, -4.136, 1.639], [-1.206, -2.857, 2.024], [-2.492, -2.527, 2.429], [-2.786, -1.225, 2.799], [-1.794, -0.268, 2.745], [-2.137, 1.456, 3.097], [-1.295, 1.907, 4.163], [-3.559, 1.616, 3.222], [-1.564, 2.112, 1.685], [-0.749, 3.304, 1.681], [0.120, 3.263, 0.421], [-0.682, 3.149, -0.741], [-1.482, 1.991, -0.706], [-2.402, 1.995, 0.518], [-0.500, -0.582, 2.376], [-0.189, -1.889, 2.034], [1.253, 0.672, -2.759], [0.922, 2.909, -4.432], [-0.050, 3.209, -2.955], [-0.759, 3.477, -4.567], [-1.400, -0.836, -4.197], [-0.292, -2.823, -3.226], [1.816, -2.572, -1.976], [4.008, -0.673, -1.981], [3.328, 0.778, -1.203], [3.241, -1.981, -0.156], [2.044, -0.924, 2.981], [3.122, -2.092, 2.160], [0.385, -5.307, 0.662], [-0.256, -3.956, -0.306], [-3.242, -3.301, 2.442], [-3.778, -0.935, 3.107], [-0.140, 3.291, 2.584], [-1.376, 4.207, 1.673], [0.680, 4.193, 0.308], [0.812, 2.415, 0.483], [-2.062, 1.988, -1.631], [-0.842, 1.096, -0.669], [-2.962, 1.063, 0.590], [-3.109, 2.835, 0.454], [0.232, 0.208, 2.347], [1.689, 1.646, -2.603]],
  "forces_ev_per_angstrom": [[0.10, 0.28, 0.05], [-0.14, -0.32, 0.03], [0.00, -0.26, -0.04], [-0.05, 0.25, -0.04], [0.01, 0.02, 0.00], [0.09, 0.07, 0.05], [-0.07, -0.08, 0.00], [-0.07, 0.17, 0.01], [0.38, -0.19, -0.38], [0.14, -0.46, 0.45], [-0.11, 0.35, 0.03], [0.18, 0.15, -0.08], [0.17, -0.04, 0.15], [-0.21, -0.15, 0.02], [0.09, -0.23, -0.14], [0.15, -0.17, -0.43], [-0.02, 0.14, 0.35], [-0.19, 0.34, 0.01], [0.32, -0.11, -0.08], [-0.08, 0.13, 0.03], [-0.25, 0.42, 0.14], [0.09, -0.17, -0.42], [0.28, 0.04, -0.10], [0.05, -0.17, -0.21], [-0.29, -0.28, 0.87], [0.39, 0.35, 0.04], [0.03, -0.02, 0.33], [-0.05, 0.26, -0.11], [-0.28, -0.30, 0.16], [-0.12, -0.11, -0.57], [0.10, -0.28, -0.02], [-0.55, 0.03, 0.09], [-0.05, 0.18, -0.12], [-0.02, -0.01, 0.00], [0.03, -0.03, -0.07], [0.08, 0.00, 0.03], [-0.12, -0.01, -0.07], [-0.05, -0.08, -0.03], [0.06, -0.11, 0.07], [-0.04, 0.08, 0.07], [0.06, -0.12, -0.10], [-0.06, 0.08, 0.18], [0.04, -0.01, -0.13], [-0.13, 0.10, 0.03], [0.06, 0.23, -0.01], [0.07, -0.03, 0.14], [-0.10, -0.09, -0.02], [-0.16, -0.02, 0.00], [0.10, 0.16, -0.07], [0.07, -0.06, 0.03], [0.00, -0.05, 0.09], [-0.06, 0.13, 0.00], [0.01, -0.08, 0.05], [-0.07, 0.03, -0.03], [-0.08, 0.00, -0.21], [0.01, -0.11, 0.03], [0.25, 0.02, -0.10], [0.03, 0.15, 0.03]],
  "smiles": "COc1cccc(CNC(=O)CN2C(=O)COc3ccc(S(=O)(=O)N4CCOCC4)cc32)c1",
  "energy_ev": -52857.9272,
  "e_homo_ha": -0.319,
  "orbital_gap_ev": 9.20
}

{
  "formula": "C22H25N5O",
  "method": "the ωB97M-V functional and the def2-TZVPD basis",
  "elements": ["C", "C", "C", "C", "C", "C", "N", "C", "C", "N", "N", "C", "N", "C", "C", "C", "C", "C", "C", "O", "N", "C", "C", "C", "C", "C", "C", "C", "H", "H", "H", "H", "H", "H", "H", "H", "H", "H", "H", "H", "H", "H", "H", "H", "H", "H", "H", "H", "H", "H", "H", "H", "H"],
  "coordinates": [[3.026, -0.844, -4.605], [1.569, -0.855, -4.252], [0.645, -1.453, -5.100], [-0.700, -1.452, -4.777], [-1.143, -0.849, -3.615], [-0.231, -0.251, -2.753], [-0.699, 0.362, -1.565], [-0.181, 1.668, -1.196], [0.112, 1.798, 0.261], [-0.305, 2.798, 0.990], [0.119, 2.606, 2.249], [0.778, 1.484, 2.283], [0.809, 0.918, 1.038], [1.439, -0.330, 0.699], [2.951, -0.276, 0.924], [3.355, -0.424, 2.391], [2.948, 0.748, 3.285], [1.432, 0.888, 3.470], [-1.638, -0.317, -0.796], [-1.801, -1.512, -0.914], [-2.311, 0.476, 0.093], [-3.085, 0.069, 1.186], [-3.530, -1.237, 1.362], [-4.291, -1.556, 2.473], [-4.617, -0.590, 3.410], [-4.171, 0.710, 3.235], [-3.409, 1.041, 2.132], [1.121, -0.261, -3.081], [3.215, -0.108, -5.386], [3.638, -0.591, -3.742], [3.335, -1.816, -4.982], [0.984, -1.921, -6.012], [-1.413, -1.917, -5.441], [-2.192, -0.850, -3.365], [0.730, 1.846, -1.774], [-0.887, 2.470, -1.457], [1.220, -0.556, -0.345], [0.997, -1.124, 1.312], [3.404, -1.092, 0.357], [3.341, 0.665, 0.527], [4.442, -0.526, 2.436], [2.923, -1.346, 2.788], [3.399, 0.598, 4.267], [3.346, 1.680, 2.878], [1.218, 1.545, 4.313], [0.993, -0.092, 3.677], [-2.148, 1.472, 0.071], [-3.276, -1.989, 0.635], [-4.634, -2.572, 2.603], [-5.214, -0.848, 4.272], [-4.415, 1.470, 3.961], [-3.049, 2.052, 2.003], [1.852, 0.189, -2.423]],
  "forces_ev_per_angstrom": [[-0.02, 0.04, -0.06], [-0.06, -0.06, -0.08], [0.09, 0.02, 0.06], [-0.04, 0.04, 0.01], [0.05, 0.06, 0.00], [-0.05, -0.20, -0.31], [0.11, 0.11, -0.02], [-0.01, 0.17, -0.04], [0.25, 0.09, 0.11], [-0.37, 0.15, -1.10], [0.22, 0.04, 1.00], [-0.08, -0.18, -0.07], [-0.44, 0.71, 0.15], [0.47, -0.43, -0.22], [-0.12, -0.23, 0.15], [0.13, 0.30, -0.12], [-0.04, -0.27, 0.12], [0.21, 0.07, 0.02], [0.05, 0.08, 0.09], [-0.14, -0.28, 0.06], [-0.02, 0.39, -0.22], [-0.17, -0.23, 0.25], [0.07, -0.15, -0.17], [-0.03, 0.09, 0.11], [-0.08, -0.07, 0.12], [-0.02, 0.00, -0.01], [0.04, -0.01, -0.07], [-0.13, 0.01, 0.09], [0.09, 0.03, -0.03], [0.08, 0.01, 0.03], [0.08, -0.04, -0.02], [0.04, -0.06, -0.10], [-0.07, -0.04, -0.05], [-0.09, -0.01, 0.03], [-0.19, -0.02, 0.03], [0.17, -0.03, 0.08], [-0.06, 0.01, 0.14], [0.00, 0.02, -0.14], [0.01, 0.02, -0.05], [0.01, -0.01, -0.09], [-0.02, -0.08, 0.03], [0.03, -0.07, 0.03], [0.03, 0.06, 0.00], [0.04, 0.04, 0.05], [-0.09, -0.06, -0.05], [-0.01, -0.01, 0.10], [0.03, -0.14, -0.03], [-0.01, 0.00, -0.03], [-0.02, -0.08, 0.00], [-0.05, -0.02, 0.07], [-0.01, 0.07, 0.05], [0.07, 0.11, -0.01], [0.05, 0.05, 0.09]],
  "smiles": "Cc1cccc(N(Cc2nnc3n2CCCCC3)C(=O)Nc2ccccc2)c1",
  "energy_ev": -32719.1103,
  "e_homo_ha": -0.303,
  "orbital_gap_ev": 8.88
}

The records above yield relative energy (zero: lowest compared OMol25 entry of this formula, charge and spin) values of 3.674, 0.954, 0.000 eV, respectively.